(P)
{"formula": "C2H9N3O2", "method": "wB97M-V/def2-TZVPD", "homo_ev": -8.5568, "smiles": "NC(N)=O.CNO", "orbital_gap_ha": 0.3418, "symbols": ["N", "C", "N", "O", "H", "H", "H", "H", "C", "N", "O", "H", "H", "H", "H", "H"], "coordinates": [[1.219, -0.047, -1.537], [-0.132, -0.126, -1.255], [-0.779, 1.075, -1.546], [-0.768, -1.197, -1.410], [1.501, 0.672, -2.189], [1.653, -0.962, -1.569], [-0.482, 1.843, -0.959], [-1.786, 0.969, -1.578], [-0.738, 0.278, 1.801], [0.493, -0.119, 1.157], [0.540, -1.740, 1.319], [-0.722, -0.006, 2.857], [-1.575, -0.268, 1.357], [-0.914, 1.356, 1.729], [1.084, 0.453, 0.561], [1.406, -2.181, 1.261]]}



(Q)
{"formula": "C2H9N3O2", "method": "wB97M-V/def2-TZVPD", "homo_ev": -8.6864, "smiles": "NC[C@](N)(O)ON", "orbital_gap_ha": 0.3517, "symbols": ["N", "C", "C", "N", "O", "O", "N", "H", "H", "H", "H", "H", "H", "H", "H", "H"], "coordinates": [[-0.112, 0.121, 2.158], [-0.861, 0.049, 0.920], [-0.063, -0.532, -0.413], [-0.760, -0.313, -1.636], [0.102, -1.877, -0.165], [1.198, 0.094, -0.451], [1.092, 1.455, -0.910], [0.094, -0.823, 2.476], [0.774, 0.588, 1.990], [-1.789, -0.505, 1.073], [-1.146, 1.066, 0.637], [-1.504, 0.373, -1.564], [-1.052, -1.182, -2.048], [0.946, -1.789, 0.395], [1.929, 1.893, -0.537], [1.152, 1.383, -1.925]]}



It is (Q) that is the most stable of them.



(P)
{"formula": "C6H7N3O", "method": "wB97M-V/def2-TZVPD", "homo_ev": -8.1807, "smiles": "C=C=N/C=C\\C=N\\C(N)=O", "orbital_gap_ha": 0.2987, "symbols": ["C", "C", "N", "C", "C", "C", "N", "C", "N", "O", "H", "H", "H", "H", "H", "H", "H"], "coordinates": [[2.162, -2.625, 1.118], [1.705, -1.577, 0.492], [1.203, -0.818, -0.288], [1.410, -0.033, -1.317], [0.681, 1.053, -1.712], [-0.638, 1.477, -1.305], [-1.371, 0.903, -0.437], [-2.635, 1.097, 0.149], [-2.745, 2.152, 0.975], [-3.542, 0.348, -0.098], [1.941, -3.088, 2.100], [2.743, -3.214, 0.435], [2.212, -0.415, -1.957], [1.066, 1.514, -2.701], [-1.035, 2.355, -2.007], [-2.074, 2.944, 0.950], [-3.568, 2.171, 1.628]]}



(Q)
{"formula": "C6H7N3O", "method": "wB97M-V/def2-TZVPD", "homo_ev": -8.4297, "smiles": "N=C=Cc1cocn1.C=N", "orbital_gap_ha": 0.3355, "symbols": ["N", "C", "C", "C", "C", "O", "C", "N", "H", "H", "H", "H", "C", "N", "H", "H", "H"], "coordinates": [[2.791, 2.679, 0.403], [2.017, 1.722, 0.350], [1.103, 0.801, 0.589], [1.372, -0.558, 0.261], [2.487, -1.147, -0.322], [2.196, -2.531, -0.489], [1.046, -2.630, 0.200], [0.489, -1.517, 0.513], [2.633, 3.418, -0.284], [0.285, 1.071, 1.266], [3.333, -0.748, -0.791], [0.616, -3.581, 0.184], [-2.625, 0.774, 0.903], [-2.252, 0.437, -0.243], [-2.046, 0.536, 1.856], [-3.577, 1.312, 0.821], [-1.390, -0.044, -0.507]]}



(R)
{"formula": "C6H7N3O", "method": "wB97M-V/def2-TZVPD", "homo_ev": -8.5762, "smiles": "NC(=O)Nc1ccccn1", "orbital_gap_ha": 0.3428, "symbols": ["N", "C", "O", "N", "C", "C", "C", "C", "C", "N", "H", "H", "H", "H", "H", "H", "H"], "coordinates": [[2.039, -1.913, 0.056], [2.420, -0.768, 0.672], [3.524, -0.454, 1.069], [1.300, 0.197, 0.806], [0.129, 0.311, 0.202], [-0.753, 1.409, 0.641], [-1.986, 1.477, -0.041], [-2.330, 0.585, -0.978], [-1.482, -0.459, -1.256], [-0.283, -0.553, -0.696], [1.231, -1.866, -0.313], [2.857, -2.408, 0.025], [1.171, 0.820, 1.716], [-0.369, 2.145, 1.334], [-2.639, 2.408, 0.198], [-3.110, 0.468, -1.431], [-1.719, -1.400, -2.004]]}



It is (R) that is the most stable of them.



(P)
{"formula": "C2H4N3O", "method": "wB97M-V/def2-TZVPD", "homo_ev": -18.0697, "smiles": "C[n+]1cnon1", "orbital_gap_ha": 0.4280, "charge": 1, "symbols": ["C", "N", "C", "N", "O", "N", "H", "H", "H", "H"], "coordinates": [[-0.282, 0.534, -0.003], [1.094, 0.282, 0.122], [1.938, -0.284, 1.084], [3.075, -0.445, 0.562], [3.048, 0.063, -0.654], [1.837, 0.539, -0.917], [-0.901, -0.261, 0.480], [-0.638, 1.549, 0.306], [-0.380, 0.673, -1.115], [1.527, -0.752, 2.039]]}



(Q)
{"formula": "C2H4N3O", "method": "wB97M-V/def2-TZVPD", "homo_ev": -16.1214, "smiles": "O=[N+]1CNC=N1", "orbital_gap_ha": 0.3440, "charge": 1, "symbols": ["O", "N", "C", "N", "C", "N", "H", "H", "H", "H"], "coordinates": [[0.970, -0.162, 2.184], [0.385, -0.179, 1.166], [0.643, 0.657, -0.009], [-0.281, 0.137, -0.964], [-1.013, -0.795, -0.375], [-0.700, -1.034, 0.868], [1.692, 0.581, -0.330], [0.451, 1.713, 0.255], [-0.331, 0.413, -1.938], [-1.817, -1.332, -0.856]]}



(R)
{"formula": "C2H4N3O", "method": "wB97M-V/def2-TZVPD", "homo_ev": -16.0824, "orbital_gap_ha": 0.3517, "charge": 1, "symbols": ["C", "C", "N", "N", "N", "O", "H", "H", "H", "H"], "coordinates": [[1.875, 0.948, -0.035], [-0.967, -0.542, -0.386], [2.445, -0.077, 0.003], [-1.398, 0.528, -0.043], [-0.608, -1.736, -0.608], [-1.026, 1.368, 0.927], [2.038, 2.100, 0.339], [-0.591, -2.210, -1.510], [0.148, -2.163, 0.061], [-1.916, 1.784, 1.253]]}



It is (Q) that is the most stable of them.



(P)
{"formula": "C6H10IN2O2", "method": "wB97M-V/def2-TZVPD", "homo_ev": [-12.5037, -12.6313], "orbital_gap_ha": [0.2640, 0.2503], "charge": 1, "symbols": ["C", "C", "C", "C", "C", "C", "N", "N", "O", "O", "I", "H", "H", "H", "H", "H", "H", "H", "H", "H", "H"], "coordinates": [[-0.309, 1.270, 0.984], [-1.637, -1.635, 1.652], [-0.461, -1.780, 0.976], [0.520, -0.797, 0.441], [0.189, -0.487, -0.974], [1.490, 0.093, -1.613], [-0.985, 0.185, -1.100], [-0.546, 2.228, 1.750], [0.631, 0.411, 1.205], [1.201, 0.578, -2.881], [-1.581, 1.586, -2.302], [-2.388, -2.443, 2.101], [-2.061, -0.678, 1.866], [-0.240, -2.814, 0.835], [1.502, -1.176, 0.426], [-0.055, -1.355, -1.496], [2.245, -0.720, -1.748], [1.924, 0.887, -0.980], [-1.174, 2.984, 1.398], [-0.035, 2.321, 2.575], [1.774, 1.340, -3.116]]}



(Q)
{"formula": "C6H10IN2O2", "method": "wB97M-V/def2-TZVPD", "homo_ev": [-12.6685, -12.6689], "orbital_gap_ha": [0.3135, 0.3135], "charge": 1, "symbols": ["C", "C", "C", "C", "C", "C", "N", "N", "O", "O", "I", "H", "H", "H", "H", "H", "H", "H", "H", "H", "H"], "coordinates": [[-0.127, 1.534, -0.481], [1.775, 0.930, 2.105], [1.715, -0.110, 1.310], [1.177, -0.328, -0.116], [-0.186, -1.064, -0.072], [-0.688, -1.564, -1.432], [-0.967, -0.043, 0.550], [-0.897, 2.559, -0.426], [0.974, 0.964, -0.792], [-1.735, -2.436, -1.103], [-2.936, 0.033, 0.387], [2.197, 0.826, 3.114], [1.704, 1.927, 1.636], [2.032, -0.956, 1.790], [2.013, -0.788, -0.686], [-0.219, -1.874, 0.726], [0.043, -2.124, -2.073], [-0.972, -0.718, -2.090], [-1.924, 2.237, -0.024], [-0.714, 3.501, -0.413], [-2.264, -2.507, -1.912]]}



It is (Q) that is the most stable of them.



(P)
{"formula": "C4H4ClNOS", "method": "wB97M-V/def2-TZVPD", "homo_ev": [-7.6214, -7.6072], "orbital_gap_ha": [0.2610, 0.2611], "symbols": ["C", "C", "C", "C", "N", "O", "S", "Cl", "H", "H", "H", "H"], "coordinates": [[-0.847, 1.360, -0.106], [-0.726, 0.011, 0.023], [2.861, 0.377, 0.046], [-2.025, -0.690, -0.073], [0.341, -0.852, -0.070], [-1.043, 2.510, -0.065], [1.845, -0.982, -0.056], [4.488, -0.129, -0.001], [-2.435, -0.947, 0.846], [-2.908, -0.209, -0.366], [-2.031, -1.634, -0.749], [2.481, 1.186, 0.571]]}



(Q)
{"formula": "C4H4ClNOS", "method": "wB97M-V/def2-TZVPD", "homo_ev": -9.0106, "orbital_gap_ha": 0.3125, "symbols": ["C", "C", "C", "C", "N", "O", "S", "Cl", "H", "H", "H", "H"], "coordinates": [[1.801, -0.260, -0.262], [1.722, 1.020, -0.524], [-0.431, -0.375, -0.023], [-1.702, -0.945, 0.301], [0.653, -0.969, -0.068], [-0.323, 2.226, 0.736], [-0.069, 1.496, -0.521], [-3.155, 0.085, 0.087], [2.708, -0.752, -0.318], [2.578, 1.632, -0.718], [-1.688, -1.151, 1.381], [-2.094, -2.008, -0.072]]}



It is (Q) that is the most stable of them.



(P)
{"formula": "C2H5N3O2S", "method": "wB97M-V/def2-TZVPD", "homo_ev": -9.2186, "smiles": "[H]/N=C(\\NO)SC(N)=O", "orbital_gap_ha": 0.3537, "symbols": ["H", "N", "C", "N", "O", "S", "C", "N", "O", "H", "H", "H", "H"], "coordinates": [[-3.003, -1.088, -0.707], [-2.182, -1.518, -0.284], [-1.371, -0.586, -0.005], [-1.683, 0.764, -0.191], [-1.081, 1.728, 0.757], [0.226, -1.167, 0.531], [1.529, 0.072, -0.085], [2.724, -0.524, 0.060], [1.360, 1.258, -0.411], [-2.752, 0.910, 0.012], [-0.148, 1.814, 0.290], [3.696, -0.147, -0.112], [2.686, -1.515, 0.146]]}



(Q)
{"formula": "C2H5N3O2S", "method": "wB97M-V/def2-TZVPD", "homo_ev": -9.1217, "smiles": "[H]/N=C(\\NO)S/C=N/O", "orbital_gap_ha": 0.3482, "symbols": ["H", "N", "C", "N", "O", "S", "C", "N", "O", "H", "H", "H", "H"], "coordinates": [[1.816, 1.599, -0.130], [0.890, 1.241, -0.161], [0.992, -0.013, -0.230], [2.187, -0.731, -0.317], [3.267, 0.068, 0.113], [-0.319, -1.211, -0.133], [-1.669, -0.112, -0.190], [-2.796, -0.581, 0.139], [-3.779, 0.435, -0.049], [2.231, -1.596, 0.228], [3.283, 0.067, 1.079], [-1.531, 0.893, -0.547], [-4.573, -0.059, 0.197]]}



It is (P) that is the most stable of them.



(P)
{"formula": "C3H9NO2S", "method": "wB97M-V/def2-TZVPD", "homo_ev": 0.0776, "orbital_gap_ha": 0.2175, "charge": -2, "symbols": ["C", "C", "S", "N", "C", "O", "H", "H", "H", "H", "H", "H", "H", "H", "H", "O"], "coordinates": [[-0.360, -1.081, 0.702], [-0.249, -2.624, 0.652], [-0.975, -3.536, 2.058], [0.429, -0.491, -0.374], [0.190, 0.909, -0.802], [1.149, 1.770, -0.343], [-1.397, -0.853, 0.488], [-0.058, -0.728, 1.698], [0.795, -2.870, 0.502], [-0.760, -2.920, -0.243], [1.436, -0.510, -0.283], [-0.825, 1.203, -0.495], [0.161, 0.819, -1.909], [0.684, 2.788, -0.257], [-0.304, 4.125, -1.136], [0.082, 4.000, -0.260]]}



(Q)
{"formula": "C3H9NO2S", "method": "wB97M-V/def2-TZVPD", "homo_ev": 0.4637, "orbital_gap_ha": 0.2084, "charge": -2, "symbols": ["C", "O", "C", "C", "S", "N", "H", "H", "H", "H", "H", "H", "H", "H", "H", "O"], "coordinates": [[0.872, -0.097, -0.105], [1.524, 0.691, -1.026], [-0.550, 0.314, 0.341], [-1.220, -0.779, 1.187], [-0.818, -0.948, 2.995], [-0.755, 1.622, 0.978], [0.856, -1.155, -0.423], [1.440, -0.160, 0.858], [-1.153, 0.325, -0.570], [-0.966, -1.748, 0.711], [-2.318, -0.627, 1.088], [-0.706, 1.446, 1.992], [0.080, 2.211, 0.923], [1.507, 0.002, -2.166], [0.682, -0.704, -3.560], [1.525, -0.392, -3.224]]}



(R)
{"formula": "C3H9NO2S", "method": "wB97M-V/def2-TZVPD", "homo_ev": 0.3390, "orbital_gap_ha": 0.2117, "charge": -2, "symbols": ["C", "C", "S", "N", "C", "O", "H", "H", "H", "H", "H", "H", "H", "H", "H", "O"], "coordinates": [[-0.758, -0.990, 0.583], [-0.894, -2.365, -0.133], [-2.358, -3.318, 0.367], [0.631, -0.513, 0.558], [0.894, 0.972, 0.880], [1.524, 1.725, 0.002], [-1.413, -0.356, -0.039], [-1.126, -1.066, 1.603], [0.035, -2.883, 0.151], [-0.807, -2.201, -1.212], [0.867, -0.529, -0.438], [1.398, 0.817, 1.878], [-0.147, 1.323, 1.162], [0.936, 2.601, -1.146], [0.738, 3.839, -2.216], [0.479, 2.943, -1.998]]}



It is (P) that is the most stable of them.



(P)
{"formula": "C2H5NOS2", "method": "wB97M-V/def2-TZVPD", "homo_ev": -8.5226, "smiles": "CSC(=S)NO", "orbital_gap_ha": 0.3260, "symbols": ["C", "S", "C", "S", "N", "O", "H", "H", "H", "H", "H"], "coordinates": [[1.784, -1.360, -0.491], [0.375, -0.477, -1.220], [-0.319, 0.460, 0.103], [-1.090, 1.884, -0.192], [-0.215, -0.031, 1.365], [-0.065, -1.377, 1.625], [1.486, -2.313, -0.058], [2.292, -0.734, 0.280], [2.486, -1.519, -1.300], [-0.699, 0.483, 2.091], [-0.888, -1.796, 1.344]]}



(Q)
{"formula": "C2H5NOS2", "method": "wB97M-V/def2-TZVPD", "homo_ev": -8.3984, "smiles": "COC(=S)NS", "orbital_gap_ha": 0.3293, "symbols": ["C", "O", "C", "S", "N", "S", "H", "H", "H", "H", "H"], "coordinates": [[0.348, 0.058, 2.355], [-0.251, -0.164, 1.071], [0.453, -0.068, -0.032], [2.122, 0.062, -0.132], [-0.345, 0.083, -1.168], [-2.100, -0.017, -1.146], [0.966, -0.780, 2.583], [-0.508, 0.174, 3.069], [0.963, 0.956, 2.330], [0.139, 0.077, -2.054], [-2.278, -0.341, 0.197]]}



(R)
{"formula": "C2H5NOS2", "method": "wB97M-V/def2-TZVPD", "homo_ev": -8.3307, "smiles": "C=NS.OC=S", "orbital_gap_ha": 0.3259, "symbols": ["C", "N", "S", "H", "H", "H", "O", "C", "S", "H", "H"], "coordinates": [[-2.648, -1.085, 0.274], [-1.568, -0.513, -0.072], [-1.544, 1.198, 0.034], [-2.679, -2.172, 0.213], [-3.546, -0.572, 0.628], [-0.284, 1.323, -0.407], [3.133, 0.533, 0.104], [2.236, -0.428, 0.343], [0.823, -0.539, -0.424], [3.906, 0.414, 0.674], [2.539, -1.140, 1.108]]}



It is (Q) that is the most stable of them.